119
Properties=species:S:1:pos:R:3:mulliken_charge:R:1 method="wB97M-V/def2-TZVPD" homo_lumo_gap_ev=9.7 total_energy_ev=-55039.20987 e_homo_ev=-9.13 lumo_ev=0.569 smiles=COC[C@H](C)N.COC[C@H](C)N.COC[C@H](C)N.COC[C@H](C)N.COC[C@H](C)N.COC[C@H](C)N.COC[C@H](C)N
C -7.30 8.28 -2.01 -0.745
O -6.03 8.00 -2.52 -0.314
C -5.22 7.07 -1.73 -0.709
C -3.97 6.73 -2.52 0.490
C -3.22 5.44 -2.07 -1.450
N -3.12 7.90 -2.58 -0.755
H -7.83 9.02 -2.61 0.265
H -7.34 8.71 -1.01 0.302
H -7.92 7.38 -2.00 0.290
H -5.03 7.37 -0.70 0.351
H -5.87 6.20 -1.69 0.369
H -4.30 6.63 -3.56 0.299
H -3.91 4.64 -2.36 0.361
H -3.30 5.33 -0.99 0.320
H -2.18 5.34 -2.36 0.380
H -3.71 8.68 -2.83 0.301
H -2.87 8.14 -1.63 0.242
C -8.53 -13.97 -3.31 -0.758
O -7.95 -12.70 -2.94 -0.296
C -7.75 -12.54 -1.55 -0.684
C -7.26 -11.15 -1.13 0.463
C -6.01 -10.71 -1.96 -1.298
N -6.89 -11.07 0.31 -0.698
H -8.03 -14.89 -3.01 0.286
H -8.68 -13.76 -4.37 0.285
H -9.57 -14.07 -3.00 0.311
H -8.59 -12.65 -0.86 0.276
H -6.95 -13.24 -1.32 0.329
H -8.16 -10.59 -1.38 0.222
H -6.16 -10.87 -3.03 0.327
H -5.15 -11.35 -1.76 0.356
H -5.74 -9.66 -1.94 0.368
H -7.69 -11.18 0.91 0.249
H -6.61 -10.12 0.49 0.262
C -0.04 -4.19 -2.79 -0.798
O -0.49 -3.06 -2.06 -0.346
C 0.50 -2.05 -1.72 -0.618
C 1.07 -1.08 -2.77 0.347
C 1.74 0.12 -2.14 -1.479
N 0.06 -0.59 -3.73 -0.723
H -0.86 -4.66 -3.33 0.313
H 0.51 -4.95 -2.22 0.310
H 0.62 -4.04 -3.65 0.314
H -0.11 -1.50 -1.00 0.284
H 1.38 -2.52 -1.29 0.349
H 1.76 -1.69 -3.36 0.356
H 1.07 0.72 -1.52 0.335
H 2.09 0.80 -2.93 0.377
H 2.56 -0.20 -1.50 0.370
H -0.47 -1.41 -4.01 0.303
H -0.56 -0.17 -3.05 0.306
C 4.02 -7.31 1.26 -0.784
O 4.48 -6.86 0.02 -0.317
C 5.79 -6.21 0.12 -0.874
C 6.56 -6.36 -1.26 0.440
C 8.01 -5.95 -1.12 -1.436
N 5.97 -5.59 -2.33 -0.641
H 4.60 -8.19 1.56 0.312
H 3.07 -7.84 1.21 0.297
H 4.05 -6.57 2.06 0.305
H 5.74 -5.23 0.58 0.376
H 6.47 -6.64 0.85 0.382
H 6.61 -7.38 -1.66 0.326
H 8.57 -6.43 -0.31 0.398
H 8.04 -4.86 -1.11 0.336
H 8.45 -6.28 -2.07 0.370
H 6.36 -4.66 -2.31 0.240
H 6.29 -5.90 -3.23 0.272
C -3.36 -3.77 3.41 -0.772
O -2.87 -2.56 3.93 -0.324
C -3.84 -1.49 3.80 -0.821
C -3.46 -0.08 4.37 0.532
C -2.00 0.34 4.22 -1.443
N -3.82 0.10 5.65 -0.707
H -2.46 -4.36 3.26 0.265
H -3.77 -3.72 2.40 0.325
H -3.87 -4.36 4.18 0.290
H -3.98 -1.46 2.72 0.443
H -4.80 -1.68 4.28 0.366
H -3.92 0.59 3.63 0.203
H -1.65 1.26 4.68 0.389
H -1.63 0.35 3.19 0.327
H -1.36 -0.35 4.78 0.339
H -3.45 -0.73 6.10 0.286
H -3.27 0.83 6.08 0.304
C 2.02 8.53 7.67 -0.676
O 1.16 7.81 6.76 -0.371
C 1.38 8.25 5.36 -0.859
C 0.50 7.50 4.32 0.656
C 1.13 7.60 2.91 -1.463
N -0.83 8.03 4.26 -0.802
H 2.09 8.08 8.66 0.251
H 1.52 9.48 7.85 0.279
H 3.02 8.61 7.23 0.287
H 1.29 9.34 5.39 0.352
H 2.44 8.11 5.17 0.425
H 0.58 6.45 4.60 0.253
H 0.36 7.60 2.14 0.413
H 1.79 6.76 2.71 0.366
H 1.75 8.47 2.68 0.334
H -1.14 8.20 5.21 0.289
H -0.75 8.99 3.98 0.266
C 7.70 6.70 0.26 -0.665
O 7.45 6.90 -1.11 -0.342
C 8.05 5.92 -2.04 -0.691
C 7.79 6.38 -3.49 0.418
C 6.33 6.14 -3.99 -1.227
N 8.60 5.67 -4.40 -0.690
H 8.68 6.23 0.35 0.302
H 6.85 6.06 0.52 0.256
H 7.58 7.63 0.81 0.216
H 9.11 5.96 -1.80 0.360
H 7.76 4.88 -1.93 0.350
H 8.04 7.44 -3.50 0.280
H 6.23 6.29 -5.06 0.347
H 5.56 6.64 -3.39 0.303
H 6.20 5.10 -3.70 0.306
H 8.69 6.23 -5.24 0.257
H 9.52 5.54 -4.00 0.218